Density functional theory data (ωB97M-V/def2-TZVPD) for C3H3NO2 in the gas phase.

```
9
Properties=species:S:1:pos:R:3:forces:R:3:nbo_charge:R:1
O -0.28995 1.57628 -0.62360 -0.2 0.0 -0.1 -0.654
C -0.01494 0.32029 -0.18935 0.0 -0.3 -0.2 -0.006
C -1.13724 -0.59089 0.01385 -0.3 0.1 -0.2 0.373
O -2.25656 -0.23124 -0.29701 0.2 -0.1 0.2 -0.555
C 1.20867 -0.15246 -0.05203 0.3 0.0 0.4 0.389
N 2.30831 -0.59900 0.25248 -0.7 0.3 -0.1 -0.564
H -1.24047 1.54135 -0.83006 0.0 0.2 0.0 0.501
H 2.44126 -0.32257 1.22782 0.6 -0.2 0.2 0.377
H -0.92061 -1.58562 0.44476 0.0 0.1 -0.1 0.138
```
Forces are in eV/Å.

Results
SMILES ... N=C=C(O)C=O
HOMO ... -9.20 eV
DFT total energy ... -321.28570 a.u.